The following is a DFT calculation (ωB97M-V/def2-TZVPD) of 11 unconnected molecules or ions with the total composition C52H95N11.

The geometry in XYZ format:
```
158
Properties=species:S:1:pos:R:3:forces:R:3:lowdin_charge:R:1
C -0.930413 0.337442 -0.420644 2.10 -1.02 0.28 -0.102
C -0.537503 0.054494 0.934732 -1.64 0.57 -0.25 -0.133
C 0.633857 -0.603340 0.937338 1.60 -0.69 0.13 -0.182
N 1.095017 -0.746949 -0.354527 -1.73 1.12 -0.01 0.053
C 0.140853 -0.161670 -1.180236 -0.41 0.01 0.05 -0.131
H -1.872649 0.784652 -0.700977 0.28 0.04 -0.34 0.089
H -1.137816 0.301740 1.797802 0.11 -0.07 0.09 0.096
H 1.190283 -1.005522 1.771036 0.06 0.07 -0.06 0.084
H 1.993694 -1.102219 -0.648210 -0.24 -0.02 0.02 0.117
H 0.284323 -0.198681 -2.250019 0.02 0.07 -0.01 0.086
C 1.778546 -4.246110 4.649080 0.29 -0.75 0.61 -0.139
C 0.717423 -4.037641 3.750673 -0.46 1.12 0.45 -0.113
C 0.319579 -2.715933 3.970089 -0.68 -0.79 -0.79 -0.143
N 1.067109 -2.159941 4.952496 0.61 -1.09 -0.34 0.054
C 1.956336 -3.111198 5.394819 0.58 0.32 -0.43 -0.149
H 2.324307 -5.164019 4.810262 0.01 0.03 -0.08 0.099
H 0.205708 -4.785254 3.162776 0.12 0.22 -0.07 0.079
H -0.506023 -2.204275 3.497889 0.12 0.20 0.08 0.109
H 1.076904 -1.184601 5.214638 -0.37 0.29 0.50 0.088
H 2.767084 -2.911357 6.079770 -0.30 0.21 0.14 0.109
C 4.060873 -3.370594 -2.417049 -0.24 -0.73 1.22 -0.145
C 4.793368 -2.276275 -2.785371 -0.51 2.33 -2.00 -0.123
C 3.907812 -1.437153 -3.535588 2.65 -0.27 0.85 -0.121
N 2.683608 -2.016094 -3.546587 0.83 0.12 0.20 0.034
C 2.779072 -3.167202 -2.837109 -1.53 -1.54 0.12 -0.153
H 4.500034 -4.116088 -1.770693 -0.58 -0.38 -0.12 0.104
H 5.850198 -2.179871 -2.584855 -0.09 0.47 -0.20 0.093
H 4.198088 -0.522273 -4.030710 -0.51 -0.01 -0.09 0.097
H 1.892635 -1.711882 -4.096053 -0.17 0.28 0.25 0.092
H 1.901400 -3.777545 -2.683579 0.00 -0.02 -0.04 0.091
C -0.656980 5.583309 -3.444125 0.74 1.67 -1.12 -0.124
C -1.176211 4.666227 -2.535376 -0.30 -0.97 0.00 -0.118
C -0.255723 3.655836 -2.452022 0.22 -0.56 1.09 -0.166
N 0.837671 3.962795 -3.209555 -0.21 0.81 -0.05 0.020
C 0.605380 5.191306 -3.804099 0.30 -1.11 -0.16 -0.129
H -1.091374 6.474314 -3.872853 -0.25 -0.01 0.32 0.093
H -2.140878 4.665165 -2.049757 0.07 0.06 -0.08 0.095
H -0.298911 2.779334 -1.822522 0.19 -0.06 -0.12 0.094
H 1.753117 3.536357 -3.195151 -0.41 -0.20 0.15 0.148
H 1.352080 5.539826 -4.502216 -0.28 0.39 0.07 0.104
C 4.911577 -1.820015 0.801664 1.29 0.35 -0.03 -0.126
C 5.599511 -1.655040 2.047613 -1.03 -0.24 0.09 -0.102
C 4.694240 -2.055485 2.999062 1.23 -0.35 1.04 -0.153
N 3.558773 -2.509083 2.425664 -0.16 0.01 -0.83 0.054
C 3.696566 -2.373883 1.065653 -0.40 -0.12 -0.32 -0.157
H 5.312175 -1.523256 -0.156386 -0.21 -0.28 -0.08 0.086
H 6.620298 -1.398894 2.290024 -0.13 0.31 -0.34 0.096
H 4.918639 -2.167362 4.049548 -0.44 0.03 0.05 0.109
H 2.803723 -3.014694 2.866525 0.00 0.10 0.25 0.097
H 2.973398 -2.743058 0.353526 -0.17 0.02 0.23 0.100
C 3.682100 3.465021 1.315284 -1.34 -1.36 -0.66 -0.129
C 5.066260 3.296989 1.380507 -0.17 -2.02 0.44 -0.113
C 5.276357 1.903886 1.368164 -0.43 -0.52 0.17 -0.111
N 4.044472 1.223813 1.255840 0.95 2.89 0.14 0.041
C 3.074076 2.185906 1.205457 0.26 1.34 -0.20 -0.143
H 3.236939 4.446910 1.250946 -0.41 -0.28 0.03 0.071
H 5.703751 4.157702 1.518964 0.55 -0.54 -0.11 0.089
H 6.134252 1.260314 1.495566 0.21 0.41 -0.05 0.086
H 3.870307 0.229115 1.274767 0.39 0.04 -0.09 0.092
H 2.063459 1.906193 0.946977 -0.11 0.11 0.31 0.087
C -0.756577 -3.580698 -0.677313 0.73 1.06 3.01 -0.127
C -0.864758 -3.923987 -1.983407 -0.87 0.49 -2.78 -0.170
C -0.452099 -5.197096 -2.174068 0.38 -1.55 2.05 -0.114
N -0.079125 -5.632852 -0.889196 0.78 -0.09 -0.14 0.001
C -0.140545 -4.600684 0.048131 -1.66 0.00 -2.05 -0.070
H -1.152071 -2.638989 -0.326379 0.48 0.12 0.38 0.087
H -1.250999 -3.237237 -2.722047 -0.02 -0.18 -0.21 0.084
H -0.450705 -5.915844 -2.980165 -0.01 0.32 -0.05 0.109
H 0.107806 -6.600483 -0.668165 0.28 0.30 -0.06 0.138
H 0.129756 -4.650823 1.092553 -0.05 -0.34 -0.29 0.072
C -1.564585 0.325933 6.257269 0.41 1.11 1.06 -0.054
C -0.394697 0.593353 7.237732 -0.74 -0.28 -1.73 -0.232
N 0.830404 0.322802 6.499774 1.19 -0.29 0.67 -0.239
C 1.207730 1.460034 5.672597 0.42 -0.24 -1.01 -0.221
C 2.299688 1.109804 4.589051 -1.18 0.36 0.59 -0.044
C 1.918622 0.026895 7.403404 0.23 -1.20 0.96 -0.261
C 1.601174 -1.142710 8.337685 -0.02 -0.49 0.00 -0.094
H -2.392418 0.311590 6.966206 -0.75 -0.28 -0.85 0.077
H -1.410168 -0.575775 5.664669 -0.19 -0.18 0.47 0.069
H -1.648134 1.159532 5.559964 -0.38 -0.07 0.03 0.037
H -0.377148 1.634071 7.561284 -0.27 0.28 0.27 0.117
H -0.601145 -0.032858 8.105686 0.75 -0.09 -0.14 0.103
H 0.262777 1.782581 5.235416 0.36 0.21 -0.54 0.074
H 1.568828 2.295147 6.272846 0.11 0.20 0.36 0.115
H 3.203363 0.670309 5.011332 -0.12 -0.01 0.09 0.063
H 1.868325 0.422256 3.861519 0.12 -0.08 -0.10 0.051
H 2.602340 2.006170 4.047747 -0.08 0.04 0.02 0.063
H 2.177961 0.888964 8.017951 0.23 0.41 0.02 0.120
H 2.802689 -0.298503 6.855078 0.03 0.38 -0.24 0.101
H 2.509439 -1.579624 8.752740 0.14 0.24 0.10 0.074
H 1.143370 -1.956506 7.775332 -0.17 0.02 -0.08 0.063
H 0.937059 -0.910844 9.170318 0.10 0.15 -0.05 0.064
C -0.027057 -2.788664 -5.856779 -0.60 0.79 -0.57 -0.069
C -0.593258 -1.401539 -5.638312 0.17 0.12 1.35 -0.289
N 0.383765 -0.377544 -5.270996 0.71 0.47 -1.02 -0.169
C 1.485136 -0.338960 -6.282684 -0.05 0.36 -0.04 -0.254
C 1.012975 0.008437 -7.696455 -0.07 0.44 -0.19 -0.083
C -0.260290 0.966505 -5.164126 -0.08 -0.01 0.62 -0.219
C -1.521033 1.087508 -4.250412 0.40 -0.16 -0.80 -0.066
H 0.469120 -2.811220 -6.827035 0.38 -0.39 0.21 0.074
H -0.943212 -3.372458 -5.945929 0.33 -0.66 0.17 0.073
H 0.599246 -3.079777 -5.013510 -0.02 -0.37 -0.26 0.064
H -1.212937 -1.123621 -6.490882 -0.27 0.17 -0.06 0.118
H -1.181614 -1.483663 -4.724422 -0.72 0.08 -0.25 0.092
H 2.287523 0.326828 -5.964857 -0.43 0.84 0.17 0.107
H 2.105198 -1.235340 -6.294137 -0.71 -0.72 0.03 0.098
H 1.840368 0.057589 -8.404335 0.05 -0.16 0.04 0.077
H 0.241969 -0.646439 -8.102415 0.24 -0.45 0.12 0.068
H 0.524365 0.982073 -7.733872 0.25 0.17 0.12 0.060
H -0.536914 1.423274 -6.114365 -0.44 -0.60 -0.52 0.095
H 0.510861 1.686024 -4.888963 0.16 -0.18 0.76 0.098
H -1.805591 2.139501 -4.271437 0.13 0.04 0.37 0.070
H -1.435489 0.719778 -3.227891 0.37 0.22 -0.01 0.040
H -2.387655 0.571874 -4.664164 0.10 -0.22 -0.27 0.050
C 0.351323 5.197401 1.151029 0.22 -0.36 -0.03 -0.077
C -0.735954 4.093474 1.244801 -0.28 0.78 0.25 -0.212
N -1.687042 4.260096 2.404442 1.06 -0.87 -0.95 -0.160
C -2.377537 5.546001 2.368618 -0.70 -0.51 0.42 -0.273
C -3.115149 5.830516 1.061478 -0.31 0.09 0.12 -0.085
C -1.046438 3.930134 3.686984 -0.57 -0.41 -0.43 -0.271
C -2.011242 3.843315 4.843450 -0.47 0.89 -0.23 -0.104
H 0.951198 5.092830 0.246973 -0.22 -0.08 -0.27 0.062
H 1.095917 5.148668 1.945577 -0.17 -0.29 0.33 0.052
H -0.010878 6.224986 1.182149 -0.40 -0.10 -0.17 0.065
H -1.311243 4.014108 0.322389 -0.31 0.77 -0.02 0.075
H -0.284963 3.104132 1.167841 0.24 -0.16 1.06 0.088
H -1.757465 6.374748 2.710360 0.48 0.37 -0.40 0.110
H -3.152504 5.527507 3.134896 -0.12 -0.25 0.12 0.099
H -3.888993 5.096825 0.835745 0.41 -0.66 0.06 0.077
H -2.463373 5.934957 0.194070 -0.06 0.17 0.06 0.053
H -3.758099 6.701960 1.185146 0.50 0.53 -0.02 0.071
H -0.640541 2.919291 3.647597 0.46 0.08 -0.72 0.094
H -0.254497 4.629050 3.956121 0.37 0.15 -0.02 0.115
H -2.883746 3.234423 4.606632 0.14 -0.27 0.01 0.084
H -1.474846 3.458995 5.711015 -0.24 0.13 0.17 0.059
H -2.393918 4.849033 5.017204 -0.04 -0.03 0.61 0.064
C -4.247789 -3.189176 -5.029592 -0.63 0.13 -1.64 -0.071
C -4.909549 -1.817473 -4.709153 1.10 -0.40 0.57 -0.219
N -5.228905 -1.760444 -3.279987 -1.13 0.52 -1.85 -0.197
C -6.298640 -2.702406 -2.942295 0.23 1.59 1.04 -0.261
C -7.525507 -2.373769 -3.718685 -1.21 -0.83 -1.31 -0.109
C -4.082648 -1.760059 -2.450956 0.41 -0.70 0.52 -0.294
C -4.410975 -1.141793 -1.127794 -0.15 -0.06 1.17 -0.080
H -4.857354 -4.081823 -4.889220 -0.26 0.19 0.75 0.065
H -3.282583 -3.323818 -4.541378 -0.14 0.13 0.20 0.052
H -4.076873 -3.305072 -6.099851 0.38 0.43 -0.28 0.065
H -4.188034 -1.040947 -4.963185 0.57 0.03 0.54 0.090
H -5.714327 -1.409670 -5.320824 -0.56 -1.12 -0.05 0.106
H -6.028972 -3.756999 -2.998960 0.15 -0.23 -0.25 0.114
H -6.617254 -2.524393 -1.915205 0.54 -0.04 0.32 0.108
H -8.366235 -2.913614 -3.282987 -0.15 0.00 -0.03 0.074
H -7.821164 -1.329202 -3.816548 0.44 0.14 0.53 0.086
H -7.450337 -2.723005 -4.748480 -0.04 -0.15 -0.13 0.065
H -3.211203 -1.324755 -2.940022 -0.24 0.69 -0.17 0.102
H -3.724046 -2.777089 -2.292373 0.11 -0.54 0.39 0.104
H -5.056905 -0.264535 -1.163845 0.52 0.44 -0.51 0.083
H -3.500250 -0.969148 -0.554307 -0.10 0.19 0.14 0.051
H -5.044843 -1.801548 -0.535316 0.24 -0.43 0.09 0.065
```
Positions in Å, forces in eV/Å.

Results
* SMILES string: c1cc[nH]c1.c1cc[nH]c1.c1cc[nH]c1.c1cc[nH]c1.c1cc[nH]c1.c1cc[nH]c1.c1cc[nH]c1.CCN(CC)CC.CCN(CC)CC.CCN(CC)CC.CCN(CC)CC
* HOMO-LUMO gap: 8.315 eV
* DFT total energy: -2640.49828 hartree
* relative energy (zero: lowest compared OMol25 entry of this formula, charge and spin): 63.33 kcal per mole
* HOMO energy: -7.611 eV
* net charge: 0